Formula: C72H163N19O8P4
Source: the OMol25 dataset
Level of theory: the ωB97M-V functional and the def2-TZVPD basis

Geometry (Å):
C1 -2.17 1.39 2.48
N1 -1.03 1.36 1.53
C2 -0.13 2.62 1.46
P1 -0.72 -0.08 0.77
O1 -1.56 -1.19 1.30
N2 -1.01 0.01 -0.86
C3 -1.47 -1.15 -1.69
C4 -0.35 1.11 -1.62
N3 0.99 -0.20 1.05
C5 1.43 -0.47 2.43
C6 1.54 -1.22 0.08
H1 -2.12 0.51 3.14
H2 -3.14 1.52 1.97
H3 -2.03 2.25 3.10
H4 0.58 2.57 0.64
H5 0.39 2.68 2.44
H6 -0.84 3.44 1.37
H7 -2.10 -0.83 -2.56
H8 -0.54 -1.59 -2.15
H9 -2.08 -1.94 -1.18
H10 0.75 0.92 -1.68
H11 -0.75 1.16 -2.64
H12 -0.45 2.07 -1.13
H13 1.20 0.38 3.06
H14 1.08 -1.39 2.91
H15 2.53 -0.48 2.34
H16 1.62 -2.25 0.44
H17 2.54 -0.93 -0.17
H18 0.91 -1.17 -0.80
C7 -5.47 -0.92 0.47
N4 -5.86 0.31 -0.23
C8 -5.06 0.54 -1.46
P2 -7.41 0.92 0.05
O2 -7.90 0.53 1.39
N5 -7.10 2.52 -0.47
C9 -8.25 3.34 -0.87
C10 -6.05 3.26 0.27
N6 -8.53 0.45 -1.10
C11 -8.10 0.29 -2.51
C12 -9.61 -0.48 -0.76
H19 -4.52 -0.73 1.03
H20 -5.30 -1.74 -0.24
H21 -6.15 -1.17 1.26
H22 -4.04 0.78 -1.16
H23 -5.47 1.39 -2.07
H24 -5.01 -0.38 -2.07
H25 -7.93 3.92 -1.72
H26 -9.07 2.65 -1.11
H27 -8.46 4.04 -0.03
H28 -6.51 3.79 1.12
H29 -5.17 2.67 0.49
H30 -5.79 4.05 -0.46
H31 -7.65 1.20 -2.88
H32 -7.30 -0.48 -2.48
H33 -8.91 -0.02 -3.19
H34 -10.61 -0.16 -1.09
H35 -9.74 -0.67 0.33
H36 -9.36 -1.44 -1.24
C13 4.25 5.28 3.07
N7 5.43 5.23 2.20
C14 6.42 6.22 2.65
P3 6.03 3.73 1.78
O3 6.81 2.87 2.72
N8 4.62 2.89 1.29
C15 4.59 1.39 1.29
C16 3.69 3.47 0.28
N9 7.06 4.20 0.54
C17 8.34 3.49 0.51
C18 6.87 5.22 -0.47
H37 3.69 6.20 2.85
H38 4.51 5.32 4.15
H39 3.61 4.42 2.87
H40 7.36 6.00 2.15
H41 6.55 6.18 3.74
H42 6.09 7.24 2.40
H43 5.32 1.02 1.99
H44 3.56 1.06 1.57
H45 4.82 0.99 0.26
H46 3.91 3.09 -0.71
H47 2.71 3.08 0.49
H48 3.67 4.54 0.30
H49 8.47 2.96 -0.46
H50 9.13 4.27 0.60
H51 8.43 2.75 1.30
H52 7.25 4.89 -1.45
H53 7.45 6.12 -0.19
H54 5.80 5.47 -0.58
C19 8.73 -4.47 -0.08
N10 7.80 -4.04 -1.06
C20 7.85 -4.73 -2.34
P4 6.50 -3.02 -0.59
O4 6.80 -2.27 0.65
N11 6.19 -2.17 -2.10
C21 4.92 -1.42 -2.01
C22 7.19 -1.31 -2.69
N12 5.08 -3.88 -0.46
C23 4.64 -4.98 -1.36
C24 4.47 -3.90 0.87
H55 8.82 -3.88 0.83
H56 9.70 -4.55 -0.60
H57 8.45 -5.52 0.23
H58 8.75 -4.41 -2.95
H59 7.03 -4.38 -2.94
H60 7.73 -5.81 -2.22
H61 4.17 -2.02 -1.51
H62 5.06 -0.47 -1.48
H63 4.52 -1.23 -3.03
H64 7.18 -0.31 -2.20
H65 8.21 -1.77 -2.57
H66 6.85 -1.08 -3.68
H67 4.76 -4.53 -2.36
H68 5.22 -5.90 -1.28
H69 3.58 -5.19 -1.27
H70 5.02 -3.35 1.60
H71 4.35 -4.89 1.32
H72 3.44 -3.58 0.73
C25 2.98 -7.01 -6.03
C26 1.53 -6.78 -5.59
C27 0.66 -7.71 -6.47
C28 1.25 -7.22 -4.12
C29 1.84 -6.22 -3.14
C30 1.21 -4.83 -3.41
C31 1.45 -4.36 -4.84
C32 0.53 -3.13 -5.07
C33 2.90 -3.95 -5.05
N13 0.97 -5.39 -5.75
O5 0.98 -4.98 -7.04
H73 3.75 -6.49 -5.46
H74 3.30 -8.04 -6.02
H75 3.08 -6.59 -7.04
H76 -0.35 -7.82 -6.04
H77 0.56 -7.25 -7.46
H78 1.22 -8.64 -6.61
H79 0.17 -7.26 -3.87
H80 1.70 -8.22 -3.91
H81 1.69 -6.63 -2.15
H82 2.90 -6.31 -3.34
H83 1.56 -4.03 -2.76
H84 0.16 -5.03 -3.14
H85 -0.53 -3.32 -5.07
H86 0.79 -2.54 -5.93
H87 0.68 -2.44 -4.20
H88 3.14 -3.84 -6.10
H89 3.60 -4.59 -4.49
H90 3.06 -2.97 -4.62
H91 1.90 -4.79 -7.30
C34 -5.21 4.00 7.58
C35 -5.34 2.52 7.67
C36 -4.33 1.93 8.67
C37 -6.74 2.11 8.17
C38 -7.90 2.51 7.31
C39 -7.75 1.82 5.94
C40 -6.34 2.13 5.30
C41 -6.13 1.01 4.20
C42 -6.31 3.54 4.67
N14 -5.27 1.85 6.41
O6 -3.96 2.11 5.78
H92 -4.27 4.39 7.20
H93 -5.97 4.45 6.97
H94 -5.28 4.46 8.58
H95 -4.46 0.86 8.95
H96 -3.35 2.13 8.23
H97 -4.39 2.55 9.59
H98 -6.85 1.03 8.25
H99 -6.78 2.47 9.19
H100 -8.88 2.27 7.74
H101 -7.85 3.59 7.22
H102 -8.50 2.12 5.23
H103 -7.73 0.75 6.16
H104 -7.06 1.07 3.61
H105 -6.31 0.05 4.67
H106 -5.26 1.13 3.55
H107 -6.66 3.46 3.65
H108 -5.34 3.98 4.74
H109 -6.99 4.16 5.26
H110 -3.85 1.37 5.16
C43 2.07 0.97 -5.06
C44 3.20 1.87 -4.58
C45 3.33 1.78 -3.01
C46 4.45 1.43 -5.31
C47 5.73 2.32 -5.12
C48 5.35 3.71 -5.57
C49 4.11 4.26 -4.92
C50 4.39 4.69 -3.49
C51 3.68 5.47 -5.76
N15 2.97 3.29 -5.03
O7 1.74 3.84 -4.45
H111 1.93 0.91 -6.15
H112 2.28 -0.03 -4.65
H113 1.14 1.26 -4.53
H114 2.81 2.59 -2.51
H115 2.92 0.81 -2.62
H116 4.35 1.67 -2.58
H117 4.61 0.38 -5.02
H118 4.28 1.51 -6.37
H119 5.95 2.25 -4.05
H120 6.60 1.87 -5.63
H121 5.17 3.61 -6.63
H122 6.18 4.38 -5.31
H123 4.96 3.91 -3.00
H124 3.45 4.88 -2.98
H125 4.92 5.63 -3.43
H126 3.62 5.15 -6.79
H127 4.40 6.30 -5.68
H128 2.75 5.89 -5.44
H129 1.07 3.98 -5.13
C52 -2.55 -3.73 5.26
C53 -2.98 -2.26 5.22
C54 -3.86 -2.08 3.99
C55 -3.80 -1.92 6.43
C56 -2.99 -1.54 7.68
C57 -1.91 -0.54 7.31
C58 -0.93 -1.05 6.18
C59 -0.07 0.16 5.65
C60 0.01 -2.14 6.61
N16 -1.80 -1.38 5.01
O8 -0.97 -1.94 3.99
H130 -3.39 -4.39 5.01
H131 -1.66 -3.92 4.67
H132 -2.19 -4.05 6.24
H133 -4.75 -2.73 4.00
H134 -4.31 -1.07 3.96
H135 -3.31 -2.39 3.10
H136 -4.50 -1.10 6.18
H137 -4.41 -2.78 6.60
H138 -3.64 -1.21 8.48
H139 -2.46 -2.43 8.02
H140 -1.28 -0.29 8.17
H141 -2.47 0.36 6.98
H142 -0.68 0.98 5.26
H143 0.62 -0.04 4.82
H144 0.43 0.73 6.44
H145 0.85 -1.67 7.21
H146 0.51 -2.38 5.68
H147 -0.37 -2.99 7.17
H148 -1.32 -1.60 3.15
C61 -0.07 -6.24 0.06
C62 0.73 -5.92 1.15
C63 0.42 -4.65 1.52
N17 -0.52 -4.14 0.69
C64 -0.89 -5.13 -0.16
H149 -0.07 -7.16 -0.52
H150 1.46 -6.53 1.65
H151 0.88 -4.08 2.32
H152 -0.97 -3.23 0.82
H153 -1.70 -4.90 -0.86
C65 -3.39 5.19 -1.71
C66 -3.55 4.03 -2.53
C67 -3.39 4.44 -3.83
N18 -3.17 5.76 -3.90
C68 -3.19 6.23 -2.61
H154 -3.39 5.10 -0.65
H155 -3.75 3.00 -2.27
H156 -3.31 3.89 -4.76
H157 -2.95 6.32 -4.70
H158 -2.98 7.26 -2.46
C69 -3.19 0.76 -4.74
C70 -1.85 1.07 -5.07
C71 -1.30 -0.11 -5.58
N19 -2.24 -1.09 -5.59
C72 -3.40 -0.54 -5.08
H159 -3.98 1.41 -4.38
H160 -1.36 2.03 -4.91
H161 -0.36 -0.33 -6.05
H162 -2.17 -2.01 -5.95
H163 -4.36 -1.07 -5.04

Output
Orbital gap, eV: 8.16
Electronic energy, eV: -159154.4299
SMILES string: CN(C)P(=O)(N(C)C)N(C)C.CN(C)P(=O)(N(C)C)N(C)C.CN(C)P(=O)(N(C)C)N(C)C.CN(C)P(=O)(N(C)C)N(C)C.CC1(C)CCCC(C)(C)N1O.CC1(C)CCCC(C)(C)N1O.CC1(C)CCCC(C)(C)N1O.CC1(C)CCCC(C)(C)N1O.c1cc[nH]c1.c1cc[nH]c1.c1cc[nH]c1
M, u: 1547.12

Here are the Löwdin charges for atoms 1 to 99, given in e: C -0.0926; N -0.2707; C -0.0551; P 0.5502; O -0.3033; N -0.2905; C -0.0830; C -0.0704; N -0.2439; C -0.1111; C -0.0859; H 0.0622; H 0.0728; H 0.0679; H 0.0342; H 0.0848; H 0.0756; H 0.0664; H 0.0692; H 0.0856; H 0.0714; H 0.0598; H 0.0586; H 0.0588; H 0.0722; H 0.0753; H 0.0595; H 0.0560; H 0.0383; C -0.0958; N -0.2890; C -0.1292; P 0.5464; O -0.2943; N -0.3124; C -0.1018; C -0.0882; N -0.3221; C -0.0954; C -0.1199; H 0.0778; H 0.0795; H 0.0590; H 0.0706; H 0.0697; H 0.0677; H 0.0734; H 0.0700; H 0.0873; H 0.0752; H 0.0609; H 0.0715; H 0.0593; H 0.0731; H 0.0905; H 0.0773; H 0.0797; H 0.0796; C -0.1204; N -0.3064; C -0.1089; P 0.5467; O -0.3077; N -0.2841; C -0.0678; C -0.0871; N -0.3266; C -0.1143; C -0.1223; H 0.0847; H 0.0876; H 0.0685; H 0.0671; H 0.0879; H 0.0861; H 0.0715; H 0.0586; H 0.0746; H 0.0440; H 0.0566; H 0.0627; H 0.0765; H 0.0876; H 0.0683; H 0.0797; H 0.0782; H 0.0763; C -0.1396; N -0.3284; C -0.1305; P 0.5942; O -0.2866; N -0.2959; C -0.1297; C -0.1285; N -0.3015; C -0.0751; C -0.1016; H 0.0763